The ion C20H31BF9N2O4 with charge +1 at a distorted geometry. Source: the OMol25 dataset; level of theory: ωB97M-V/def2-TZVPD.

Last column: Mulliken charge in e.
CARTESIAN COORDINATES (ANGSTROEM)
C1 5.0790 1.4586 1.0494  -0.988
C2 4.4686 0.8985 -0.3747  -0.204
C3 3.7479 2.0885 -1.2833  -0.580
C4 2.3551 2.6175 -0.5976  -0.228
O1 1.2976 2.8540 -1.6264  -0.392
N1 0.2100 2.2357 -1.0995  0.271
C5 -0.8856 2.8129 -0.2310  0.377
C6 -0.9631 4.3897 0.3149  -0.892
B1 -0.1112 4.3707 1.7600  0.590
O2 0.4780 5.5850 2.3848  -0.574
O3 0.1451 3.0846 2.4999  -0.533
C7 -1.9850 1.6587 0.1521  0.089
C8 -3.3122 1.8662 1.1154  -0.402
O4 -4.3089 2.8075 0.5839  -0.372
C9 -4.7177 2.4628 -0.7927  -0.444
N2 -1.4363 0.4312 -0.5434  0.535
C10 -2.0680 -0.9407 -0.4710  -1.169
C11 -1.2718 -1.9398 0.5604  -0.428
C12 -2.0341 -2.1707 2.0043  0.850
F1 -3.5135 -2.3424 1.8842  -0.306
F2 -1.8378 -0.8957 2.7814  -0.326
C13 -1.3012 -3.4199 2.7728  0.490
F3 -1.3165 -3.0892 4.2467  -0.292
F4 0.1488 -3.4226 2.3549  -0.247
C14 -2.0148 -4.8792 2.5446  0.572
F5 -1.1673 -5.8790 3.2916  -0.268
F6 -3.3857 -4.9827 3.1715  -0.234
C15 -2.0096 -5.3910 0.9642  0.578
F7 -0.6573 -5.4561 0.3639  -0.205
F8 -2.5083 -6.8153 1.0164  -0.251
F9 -3.0009 -4.6594 0.1182  -0.203
C16 -0.1556 0.7771 -1.2658  -0.335
C17 0.9137 -0.0986 -2.1398  0.500
C18 0.3246 -1.4663 -2.8186  -0.177
C19 1.6512 -2.2811 -3.4301  -0.618
C20 2.6674 -2.8115 -2.2159  -0.570
H1 5.9661 0.7636 1.4216  0.330
H2 4.2856 1.4522 1.9379  0.223
H3 5.5350 2.5555 0.9527  0.268
H4 5.4030 0.5441 -1.0195  0.324
H5 3.7579 -0.0340 -0.1951  0.094
H6 4.4881 3.0214 -1.3170  0.378
H7 3.5214 1.6427 -2.3441  0.252
H8 2.0066 1.7881 0.1780  0.182
H9 2.4787 3.6089 0.0453  0.287
H10 -2.0570 4.7139 0.5792  0.362
H11 -0.4273 5.0678 -0.4739  0.312
H12 1.2667 5.3058 2.9710  0.329
H13 -0.6143 2.8857 3.1251  0.269
H14 -2.8877 2.2994 2.1437  0.166
H15 -3.8486 0.8512 1.3847  0.253
H16 -4.6418 1.3229 -1.0550  0.196
H17 -5.8386 2.8341 -0.9559  0.269
H18 -4.0628 3.1571 -1.5066  0.198
H19 -2.1822 -1.4602 -1.5402  0.384
H20 -3.1922 -0.7668 -0.1085  0.386
H21 -0.2368 -1.4046 0.8099  0.283
H22 -1.0184 -2.9294 -0.0160  0.287
H23 1.2639 0.5979 -3.0441  0.487
H24 1.8709 -0.2448 -1.4716  -0.512
H25 -0.4790 -1.2803 -3.6710  0.303
H26 -0.1557 -2.2302 -2.0412  -0.110
H27 2.2691 -1.6400 -4.1908  0.339
H28 1.2099 -3.2819 -3.9039  0.326
H29 3.4844 -1.9498 -2.0932  0.085
H30 2.0974 -2.8345 -1.1718  0.092
H31 3.2127 -3.8139 -2.4754  0.344

Charge: +1
HOMO-LUMO gap, Eh: 0.3200
Largest force on an atom, Eh/bohr: 0.1694
SMILES: CCCCOn1c(CB(O)O)c(COC)[n+](CCC(F)(F)C(F)(F)C(F)(F)C(F)(F)F)c1CCCC


A cluster of 7 separate species, C20H31Br8N3 in total at a distorted geometry. Source: the OMol25 dataset; level of theory: ωB97M-V/def2-TZVPD.

Last column: Mulliken charge in e.
CARTESIAN COORDINATES (ANGSTROEM)
N1 -0.3869 3.5348 0.7216  0.273
C1 0.7186 3.2395 1.4676  -0.544
C2 0.6628 4.0825 2.5471  -0.509
C3 -0.4445 4.9395 2.4321  -0.568
C4 -1.1178 4.5758 1.3129  -0.569
H1 -0.7816 2.8888 0.0875  0.123
H2 1.4268 2.4963 1.2618  0.510
H3 1.4599 4.0808 3.2703  0.374
H4 -0.5913 5.8289 3.0427  0.413
H5 -2.0442 4.9386 0.9360  0.403
N2 -1.7264 1.8719 3.1066  0.061
C5 -3.0627 1.6537 2.8651  -0.431
C6 -3.2475 0.2788 2.6569  -0.759
C7 -1.9552 -0.2975 2.8215  -0.752
C8 -1.0131 0.7754 2.9781  -0.411
H6 -1.2939 2.7821 3.2804  0.270
H7 -3.7119 2.4974 2.8580  0.451
H8 -4.1980 -0.1414 2.4610  0.507
H9 -1.6143 -1.2730 2.5868  0.666
H10 0.0696 0.7303 3.1167  0.513
N3 1.7970 -2.4482 -3.2466  0.023
C9 0.5992 -3.0181 -3.6316  -0.765
C10 0.4268 -4.1912 -2.9457  -0.466
C11 1.5785 -4.3223 -2.0385  -0.493
C12 2.4027 -3.2291 -2.2655  -0.559
H11 2.0856 -1.4807 -3.5051  0.294
H12 -0.0012 -2.6293 -4.3963  0.519
H13 -0.3824 -4.8488 -3.0079  0.478
H14 1.7929 -5.1711 -1.4273  0.456
H15 3.3839 -2.9359 -1.8751  0.464
Br1 -0.2376 0.7776 -3.8444  -0.077
C13 -0.3695 2.6121 -3.3344  -0.481
C14 -1.7083 3.2532 -3.2028  -0.546
Br2 -2.8084 2.4559 -1.8380  -0.159
H16 0.2073 3.1331 -4.1041  0.386
H17 0.3034 2.5830 -2.4479  0.132
H18 -2.1702 3.0565 -4.1595  0.388
H19 -1.6868 4.3395 -2.9824  0.371
Br3 5.4082 -1.9826 1.5254  -0.093
C15 6.0410 -2.2196 3.2908  -0.607
C16 5.2574 -1.4804 4.3707  -0.619
Br4 5.2792 0.4047 4.2216  -0.106
H20 7.0953 -1.9848 3.3389  0.345
H21 6.0145 -3.2895 3.4113  0.356
H22 5.6889 -1.6836 5.3200  0.366
H23 4.2369 -1.8025 4.3986  0.362
Br5 -3.8015 -1.8228 -0.7902  -0.094
C17 -4.5151 -1.2318 -2.4169  -0.368
C18 -3.4667 -1.3742 -3.4478  -0.325
Br6 -3.8737 -0.3820 -5.0610  -0.163
H24 -4.8063 -0.1537 -2.3379  0.271
H25 -5.4124 -1.8496 -2.5375  0.360
H26 -3.2912 -2.3794 -3.7956  0.398
H27 -2.5902 -0.9099 -3.1071  -0.060
Br7 1.6650 0.2248 -0.6213  -0.195
C19 1.1353 -1.3375 0.5001  -0.318
C20 -0.0714 -1.9503 -0.0129  -0.200
Br8 -0.4115 -3.4989 1.1581  -0.175
H28 0.9804 -0.9222 1.5004  0.301
H29 2.0403 -1.9762 0.4722  0.386
H30 0.0622 -2.3730 -1.0225  -0.097
H31 -1.0264 -1.4445 0.0849  0.287

HOMO-LUMO gap, Eh: 0.2965
Largest force on an atom, Eh/bohr: 0.0721
SMILES: c1cc[nH]c1.c1cc[nH]c1.c1cc[nH]c1.BrCCBr.BrCCBr.BrCCBr.BrCCBr


A cluster of 7 separate species, C20H31Cl12N3 in total at a distorted geometry. Source: the OMol25 dataset; level of theory: ωB97M-V/def2-TZVPD.

Last column: Mulliken charge in e.
CARTESIAN COORDINATES (ANGSTROEM)
C1 5.0059 1.4482 -0.0989  -0.799
C2 4.0914 0.3557 -0.1871  -0.324
C3 2.8374 -0.7443 -0.3174  0.962
C4 3.3853 -2.2130 0.2651  0.056
N1 3.4196 -3.4004 0.8348  -0.518
C5 2.3350 -0.9351 -1.8875  0.053
C6 2.2557 0.5636 -2.5706  -0.033
N2 2.3151 1.6964 -3.2023  -0.505
C7 0.8706 -1.6896 -2.0174  -0.862
C8 -0.2972 -1.0048 -1.0525  0.103
N3 -0.8495 0.2399 -1.3588  -0.575
H1 5.4559 2.5363 0.0884  0.383
H2 1.9776 -0.3118 0.3879  0.225
H3 3.1142 -1.6339 -2.4407  0.467
H4 0.9217 -2.8558 -1.8150  0.453
H5 0.4880 -1.5796 -3.1419  0.445
H6 -0.6552 -1.5759 -0.0836  0.359
H7 -1.5493 0.4144 -0.5768  0.196
Cl1 1.1817 -6.3614 -2.8877  -0.184
C9 -0.5862 -6.4649 -2.6935  -0.410
C10 -1.3020 -5.2706 -3.3024  -0.554
Cl2 -0.9885 -3.7660 -2.4012  -0.132
H8 -0.8047 -6.5644 -1.6257  0.301
H9 -0.9058 -7.3843 -3.1930  0.332
H10 -2.3836 -5.4334 -3.2788  0.300
H11 -1.0049 -5.1101 -4.3436  0.311
Cl3 -1.0704 -3.2843 2.5431  -0.180
C11 -0.2226 -1.8704 3.2185  -0.083
C12 -1.1867 -0.8070 3.7181  -0.476
Cl4 -2.0703 -0.0196 2.3863  -0.096
H12 0.4475 -1.4768 2.4479  -0.104
H13 0.3904 -2.2356 4.0478  0.352
H14 -0.6345 -0.0198 4.2399  0.243
H15 -1.9225 -1.2241 4.4130  0.355
Cl5 -3.4889 2.0378 0.5468  -0.212
C13 -3.3566 2.7201 -1.0936  -0.553
C14 -4.6965 3.2011 -1.6256  -0.387
Cl6 -5.8154 1.8532 -1.9503  -0.202
H16 -2.9150 1.9581 -1.7432  0.385
H17 -2.6581 3.5599 -1.0313  0.327
H18 -4.5529 3.7279 -2.5737  0.340
H19 -5.1856 3.8866 -0.9263  0.312
Cl7 -7.2777 7.1286 -2.1642  -0.186
C15 -8.4901 5.8243 -2.1117  -0.470
C16 -8.4051 4.9117 -3.3240  -0.220
Cl8 -8.9117 5.7326 -4.8220  -0.189
H20 -9.4792 6.2841 -2.0219  0.359
H21 -8.2980 5.2506 -1.2002  0.291
H22 -9.0724 4.0548 -3.1922  0.308
H23 -7.3893 4.5320 -3.4726  0.107
Cl9 3.5576 3.2192 1.1264  -0.178
C17 3.0389 4.3022 2.4424  -0.481
C18 2.3004 3.5574 3.5421  -0.499
Cl10 0.7115 2.9597 3.0011  -0.153
H24 2.4213 5.0937 2.0067  0.330
H25 3.9446 4.7625 2.8486  0.292
H26 2.1149 4.2282 4.3862  0.321
H27 2.8775 2.7022 3.9079  0.313
Cl11 9.1518 -4.2552 3.2443  -0.190
C19 7.3839 -4.3588 3.4386  -0.420
C20 6.6681 -3.1645 2.8296  -0.343
Cl12 6.9816 -1.6598 3.7309  -0.192
H28 7.1654 -4.4583 4.5063  0.319
H29 7.0643 -5.2782 2.9391  0.305
H30 5.5865 -3.3272 2.8532  0.196
H31 6.9652 -3.0040 1.7884  0.308

HOMO-LUMO gap, Eh: 0.3518
Largest force on an atom, Eh/bohr: 0.2426
SMILES: [H]/N=C/C[C@@H](C#N)[C@H](C#C)C#N.ClCCCl.ClCCCl.ClCCCl.ClCCCl.ClCCCl.ClCCCl


A cluster of 9 separate species, C20H31Cl26N2O in total. Source: the OMol25 dataset; level of theory: ωB97M-V/def2-TZVPD.

Last column: Mulliken charge in e.
CARTESIAN COORDINATES (ANGSTROEM)
C1 4.6224 -1.1087 2.1646  -1.021
C2 5.4810 -0.3808 1.1320  0.757
Cl1 7.1663 -1.0210 1.3112  -0.183
C3 5.0276 -0.5234 -0.3218  -0.600
Cl2 6.2849 0.2434 -1.3672  -0.144
C4 3.6284 0.0875 -0.7371  2.998
N1 3.4843 0.0086 -2.2055  -0.818
C5 2.4780 -0.7719 -0.1579  -2.066
C6 1.4568 -0.1125 0.7864  1.654
C7 0.9558 -1.1737 1.7680  -1.086
C8 0.2563 0.4473 0.0054  -1.571
N2 2.0782 0.9893 1.5898  0.932
O1 1.3362 1.4263 2.5332  -0.755
C9 2.8715 2.0720 0.9273  2.289
C10 3.9182 2.5686 1.9602  -1.741
C11 1.9354 3.2445 0.5847  -1.652
C12 3.5340 1.5858 -0.3875  -3.706
H1 3.7986 -0.4782 2.5080  0.098
H2 4.2331 -2.0480 1.7709  0.176
H3 5.2321 -1.3504 3.0361  0.590
H4 5.5639 0.6789 1.3707  -0.240
H5 5.0328 -1.5863 -0.5883  0.664
H6 3.9565 0.7916 -2.6488  0.309
H7 3.9168 -0.8336 -2.5794  0.346
H8 2.8808 -1.6693 0.3118  -0.534
H9 1.9035 -1.1157 -1.0214  0.783
H10 0.4626 -1.9698 1.2010  -0.134
H11 0.2455 -0.7393 2.4745  0.543
H12 1.7773 -1.6160 2.3372  0.195
H13 -0.4806 -0.3517 -0.1254  0.589
H14 -0.2133 1.2339 0.5867  -0.326
H15 0.5332 0.8120 -0.9881  0.360
H16 4.9372 2.5306 1.5702  0.426
H17 3.8492 2.0005 2.8911  0.259
H18 3.7227 3.6096 2.2300  0.352
H19 1.0102 2.9043 0.1161  0.366
H20 1.6859 3.8249 1.4741  0.402
H21 2.4483 3.8995 -0.1272  0.333
H22 2.9768 2.0375 -1.2143  0.639
H23 4.5420 2.0057 -0.4433  0.487
C13 5.3576 5.5348 -1.7708  -0.080
Cl3 5.3016 5.1842 -0.0431  -0.090
Cl4 5.1169 4.0667 -2.7197  -0.089
Cl5 4.1752 6.7668 -2.2009  -0.123
H24 6.3434 5.9179 -2.0009  0.383
C14 -3.4089 2.3356 2.0713  -0.177
Cl6 -4.0972 0.7243 2.1681  0.034
Cl7 -1.6794 2.2504 2.3671  -0.043
Cl8 -3.7561 3.0684 0.4950  -0.141
H25 -3.8629 2.9573 2.8326  0.379
C15 -4.8363 -2.0359 5.4429  0.040
Cl9 -6.1105 -1.7457 4.2577  -0.081
Cl10 -3.4859 -0.9192 5.2539  -0.103
Cl11 -5.4824 -1.9616 7.0814  -0.136
H26 -4.4603 -3.0374 5.2738  0.269
C16 -7.5231 0.7314 -0.1809  0.285
Cl12 -7.3303 0.1629 1.4690  -0.076
Cl13 -7.8626 -0.6245 -1.2664  -0.140
Cl14 -8.7854 1.9552 -0.2975  -0.130
H27 -6.5874 1.1841 -0.4879  0.033
C17 -4.7571 0.2761 -3.6310  0.221
Cl15 -3.6813 -0.3434 -2.3790  0.016
Cl16 -4.1316 1.7787 -4.3132  -0.138
Cl17 -5.0315 -0.9259 -4.8887  -0.114
H28 -5.7095 0.4967 -3.1659  0.028
C18 -2.1602 -3.7652 1.2575  0.853
Cl18 -2.3187 -5.4515 1.7312  -0.125
Cl19 -3.1678 -3.3749 -0.1355  -0.105
Cl20 -2.5285 -2.6784 2.5959  -0.004
H29 -1.1297 -3.6011 0.9666  -0.664
C19 1.7533 -5.1791 -0.1554  -0.124
Cl21 1.4289 -4.9499 1.5622  -0.093
Cl22 0.2518 -5.2088 -1.0793  -0.093
Cl23 2.8424 -3.9323 -0.7620  -0.047
H30 2.2428 -6.1369 -0.2770  0.407
C20 -8.3417 -1.8734 -7.8623  0.053
Cl24 -9.7186 -2.9495 -8.0904  -0.123
Cl25 -8.2582 -1.2847 -6.2046  -0.088
Cl26 -6.8342 -2.6692 -8.3180  -0.123
H31 -8.4753 -1.0192 -8.5134  0.280

Multiplicity: 2
HOMO-LUMO gap (spin up / spin down), Eh: 0.3188 / 0.3613
Largest force on an atom, Eh/bohr: 0.0170
<S²>: 0.75